A molecular structure, C4H12BrFeN2O2 in a non-equilibrium geometry. Source: the Open Molecules 2025 dataset; level of theory: the ωB97M-V functional and the def2-TZVPD basis.

```
22
Properties=species:S:1:pos:R:3
H -3.3102 -3.0193 -33.1792
H -1.7367 -1.3858 -32.5796
N -6.8938 0.3903 -34.1054
H -5.0326 1.1158 -33.3314
C -5.9110 -0.4537 -34.0491
C -3.5430 -2.9432 -32.1171
N -4.7931 0.2208 -33.7334
C -2.2867 -3.2410 -29.8693
H -1.6165 -2.5791 -29.3208
O -1.7065 -1.5637 -31.6367
C -2.2673 -2.8400 -31.3502
Br -1.7535 -0.7631 -35.1148
O -5.9795 -1.6268 -34.2323
H -7.7542 -0.0458 -34.4047
H -3.2825 -3.1989 -29.4281
H -4.2342 -2.1496 -31.8337
H -1.6425 -3.5911 -31.8335
H -2.0126 -4.2041 -29.4387
H -6.8673 1.3238 -33.7206
H -3.8967 -0.2216 -33.5886
Fe -1.8884 -0.6204 -37.5371
H -4.1564 -3.8285 -31.9493
```

For the relative energy (zero: lowest compared OMol25 entry of this formula, charge and spin), the calculation gives 0.0 kJ/mol. As for the orbital gap (spin up / spin down): 8.068 / 2.977 eV. As for the spin multiplicity: 7. Its charge is +1. The highest occupied orbital energy (spin up / spin down) comes out at -12.634 / -12.493 eV. Its LUMO energy (spin up / spin down) is -4.5657 / -9.5166 eV. Its electronic energy is -115835.161 eV.